Density functional theory data (ωB97M-V/def2-TZVPD) for a cluster of 2 separate species, C3H13N2Si in total in a non-equilibrium geometry.

Calculated values
- gap between HOMO and LUMO (eV) = 9.1693
- electronic energy (eV) = -14170.5696
- strongest force on any atom (eV Å⁻¹) = 4.3
- ΔE to the lowest compared entry with this formula, charge and spin (kJ/mol) = 310.7
- molecular weight (g mol⁻¹) = 105.24
- HOMO energy (eV) = -13.74
- charge = +1
- spin multiplicity = 1

Last column: Mulliken charge in e.
Atoms and positions in Å:
C (0.641, -1.011, 1.488)  -1.281
C (1.035, -0.756, -0.942)  -0.622
C (0.812, -0.212, 0.327)  0.517
N (-1.226, 0.430, -0.207)  -0.650
N (1.406, 0.067, -2.025)  -0.539
Si (-2.113, 1.688, 0.757)  0.250
H (1.517, -1.122, 2.115)  0.417
H (0.101, -0.603, 2.299)  0.370
H (0.399, -2.154, 1.351)  0.290
H (0.158, -1.422, -1.257)  0.416
H (1.841, -1.447, -0.749)  0.416
H (1.220, 0.810, 0.477)  0.288
H (-1.564, -0.548, -0.184)  0.357
H (-1.099, 0.552, -1.331)  0.378
H (1.434, -0.583, -2.817)  0.260
H (2.241, 0.605, -1.924)  0.218
H (-1.783, 2.959, -0.014)  -0.007
H (-1.343, 1.281, 1.986)  -0.070
H (-3.677, 1.467, 0.651)  -0.007

=====

Density functional theory data (ωB97M-V/def2-TZVPD) for a cluster of 2 separate species, C3H10N2O2 in total in a non-equilibrium geometry.

Calculated values
- gap between HOMO and LUMO (eV) = 10.4338
- electronic energy (eV) = -10349.0619
- strongest force on any atom (eV Å⁻¹) = 1.8
- ΔE to the lowest compared entry with this formula, charge and spin (kJ/mol) = 41.1
- molecular weight (g mol⁻¹) = 106.12
- HOMO energy (eV) = -9.69
- charge = 0
- spin multiplicity = 1
- structure (SMILES) = CCNC(N)=O.O

Last column: Mulliken charge in e.
Atoms and positions in Å:
C (-1.773, -0.639, -0.134)  -0.328
N (-0.326, -0.790, -0.345)  -0.264
C (0.580, 0.208, -0.505)  0.504
N (0.071, 1.427, -0.870)  -0.414
O (1.767, 0.033, -0.253)  -0.634
C (-2.313, -1.658, 0.861)  -1.130
H (-2.252, -0.764, -1.105)  0.268
H (-1.962, 0.372, 0.212)  0.356
H (0.065, -1.594, 0.123)  0.218
H (0.644, 2.226, -1.055)  0.221
H (-0.721, 1.381, -1.506)  0.220
H (-3.015, -1.196, 1.550)  0.320
H (-1.492, -1.955, 1.500)  0.367
H (-2.638, -2.589, 0.407)  0.304
H (3.707, 1.968, 0.139)  0.334
H (5.045, 1.378, 0.624)  0.313
O (4.613, 2.190, 0.358)  -0.654

=====

Density functional theory data (ωB97M-V/def2-TZVPD) for the molecule C27H26N4O2S in a non-equilibrium geometry.

Calculated values
- gap between HOMO and LUMO (eV) = 7.8694
- electronic energy (eV) = -49311.8063
- strongest force on any atom (eV Å⁻¹) = 1.4
- ΔE to the lowest compared entry with this formula, charge and spin (kJ/mol) = 0.0
- molecular weight (g mol⁻¹) = 470.60
- HOMO energy (eV) = -8.09
- charge = 0
- spin multiplicity = 1
- structure (SMILES) = CCOc1ccc([C@H]2C(C#N)=C(N)N(c3sc4c(c3C#N)CCCC4)C3=C2C(=O)CCC3)cc1

Last column: Mulliken charge in e.
Atoms and positions in Å:
C (5.387, -5.470, -0.440)  -1.039
C (4.990, -5.185, 1.006)  -0.421
O (4.483, -3.879, 1.186)  -0.467
C (3.213, -3.584, 0.789)  0.763
C (2.288, -4.489, 0.282)  -0.373
C (1.019, -4.060, -0.068)  -0.771
C (0.644, -2.735, 0.074)  -0.093
C (1.572, -1.833, 0.583)  0.211
C (2.837, -2.248, 0.936)  -1.086
H (3.560, -1.553, 1.334)  0.445
H (1.304, -0.793, 0.708)  0.521
C (-0.742, -2.273, -0.327)  0.831
C (-1.450, -1.633, 0.840)  -0.426
C (-1.528, -0.289, 0.983)  1.110
N (-2.026, 0.323, 2.113)  -0.447
H (-2.548, 1.177, 1.977)  0.142
H (-2.449, -0.317, 2.769)  0.310
N (-1.074, 0.571, -0.022)  0.957
C (-0.993, 1.929, 0.264)  -1.323
C (-1.779, 2.952, -0.219)  0.143
C (-2.855, 2.757, -1.098)  -0.252
N (-3.749, 2.606, -1.802)  -0.606
C (-1.412, 4.228, 0.307)  0.882
C (-0.370, 4.151, 1.176)  0.447
S (0.208, 2.525, 1.380)  -0.348
C (0.218, 5.306, 1.908)  -0.686
C (-0.229, 6.612, 1.247)  -0.755
C (-1.734, 6.591, 0.990)  -0.855
C (-2.083, 5.518, -0.041)  -0.654
H (-1.749, 5.834, -1.035)  0.300
H (-3.164, 5.371, -0.098)  0.435
H (-2.256, 6.380, 1.926)  0.334
H (-2.067, 7.565, 0.630)  0.359
H (0.296, 6.737, 0.297)  0.323
H (0.033, 7.453, 1.890)  0.347
H (-0.119, 5.283, 2.950)  0.299
H (1.308, 5.234, 1.919)  0.416
C (-0.701, 0.052, -1.260)  0.513
C (-0.624, -1.280, -1.459)  -0.401
C (-0.380, -1.859, -2.780)  0.521
O (-0.348, -3.059, -2.964)  -0.621
C (-0.214, -0.871, -3.917)  -0.836
C (0.458, 0.403, -3.429)  -1.098
C (-0.398, 1.043, -2.343)  -0.922
H (0.123, 1.906, -1.920)  0.350
H (-1.337, 1.403, -2.777)  0.297
H (0.592, 1.104, -4.254)  0.367
H (1.442, 0.160, -3.022)  0.386
H (0.356, -1.349, -4.714)  0.401
H (-1.210, -0.642, -4.306)  0.301
C (-2.009, -2.467, 1.813)  -0.911
N (-2.489, -3.142, 2.611)  -0.628
H (-1.305, -3.145, -0.676)  0.856
H (0.315, -4.773, -0.470)  0.425
H (2.533, -5.532, 0.156)  0.377
H (4.273, -5.932, 1.368)  0.342
H (5.875, -5.222, 1.647)  0.310
H (6.130, -4.746, -0.768)  0.302
H (5.810, -6.468, -0.514)  0.350
H (4.527, -5.400, -1.101)  0.345

=====

Density functional theory data (ωB97M-V/def2-TZVPD) for a structure of composition C31H38N5O3PTl.

Calculated values
- gap between HOMO and LUMO (eV) = 7.9749
- electronic energy (eV) = -60316.5942
- strongest force on any atom (eV Å⁻¹) = 0.5
- ΔE to the lowest compared entry with this formula, charge and spin (kJ/mol) = 13.3
- molecular weight (g mol⁻¹) = 764.03
- HOMO energy (eV) = -16.47
- charge = +3
- spin multiplicity = 1

Last column: Mulliken charge in e.
Atoms and positions in Å:
Tl (0.160, -0.008, 0.544)  2.359
C (-2.847, 4.713, 1.697)  -1.045
N (-2.508, 3.320, 2.013)  0.057
C (-3.252, 2.759, 3.147)  -0.960
C (-1.667, 2.578, 1.326)  0.892
O (-1.509, 1.351, 1.552)  -0.656
C (-0.868, 3.214, 0.196)  -1.256
O (0.266, 2.406, -0.136)  -0.321
C (1.538, 2.932, 0.223)  -1.379
C (2.155, 2.130, 1.359)  0.834
O (1.548, 1.130, 1.842)  -0.914
N (3.331, 2.510, 1.797)  0.262
C (4.018, 1.768, 2.866)  -1.045
C (4.038, 3.668, 1.228)  -0.933
H (-2.558, 5.360, 2.524)  0.354
H (-2.373, 5.058, 0.785)  0.427
H (-3.926, 4.785, 1.563)  0.363
H (-3.235, 3.483, 3.959)  0.365
H (-4.286, 2.570, 2.862)  0.345
H (-2.790, 1.837, 3.475)  0.231
H (-1.497, 3.276, -0.693)  0.579
H (-0.546, 4.216, 0.462)  0.435
H (2.193, 2.872, -0.647)  0.390
H (1.458, 3.981, 0.505)  0.806
H (3.338, 1.060, 3.322)  0.276
H (4.879, 1.244, 2.450)  0.367
H (4.363, 2.473, 3.620)  0.448
H (4.240, 3.526, 0.166)  0.358
H (3.475, 4.590, 1.373)  0.343
H (4.987, 3.771, 1.744)  0.379
N (-0.564, -1.224, 2.650)  -0.254
C (-1.257, -2.443, 2.308)  0.115
C (-1.430, -3.411, 3.286)  -0.677
C (-2.101, -4.591, 3.011)  -0.690
C (-2.607, -4.836, 1.741)  -0.881
C (-2.400, -3.907, 0.742)  -0.635
C (-1.732, -2.703, 1.010)  0.423
P (-1.331, -1.732, -0.427)  1.342
C (-0.312, -2.697, -1.526)  0.925
C (-0.747, -3.041, -2.806)  -0.605
C (0.076, -3.805, -3.623)  -0.776
C (1.315, -4.224, -3.165)  -0.617
C (1.739, -3.903, -1.877)  -0.759
C (0.930, -3.137, -1.060)  -0.663
C (-2.700, -0.970, -1.251)  0.571
C (-3.972, -1.038, -0.681)  -0.768
C (-5.043, -0.448, -1.337)  -0.808
C (-4.840, 0.219, -2.536)  -0.607
C (-3.566, 0.304, -3.094)  -0.912
C (-2.492, -0.287, -2.456)  -0.504
H (-1.224, -0.477, 2.864)  0.160
H (0.018, -1.362, 3.469)  0.312
H (-1.049, -3.230, 4.285)  0.445
H (-2.233, -5.323, 3.797)  0.450
H (-3.144, -5.751, 1.531)  0.468
H (-2.756, -4.113, -0.262)  0.495
H (-1.729, -2.748, -3.155)  0.551
H (-0.260, -4.082, -4.614)  0.480
H (1.952, -4.820, -3.806)  0.473
H (2.695, -4.258, -1.513)  0.493
H (1.257, -2.899, -0.049)  0.439
H (-4.128, -1.560, 0.256)  0.447
H (-6.036, -0.515, -0.912)  0.485
H (-5.679, 0.676, -3.045)  0.468
H (-3.417, 0.831, -4.028)  0.482
H (-1.500, -0.229, -2.893)  0.543
N (5.319, -0.135, -3.414)  -0.430
C (4.269, -0.080, -2.588)  0.916
C (4.371, -0.462, -1.232)  -1.103
C (3.261, -0.417, -0.433)  -0.583
N (2.052, 0.001, -0.863)  0.412
C (1.953, 0.384, -2.153)  -0.456
C (3.003, 0.368, -3.029)  -0.906
H (6.210, -0.487, -3.105)  0.213
H (5.235, 0.112, -4.385)  0.214
H (5.314, -0.807, -0.826)  0.469
H (3.327, -0.723, 0.606)  0.607
H (0.976, 0.724, -2.481)  0.427
H (2.855, 0.683, -4.055)  0.443